[1]
Computed, not measured: a molecular structure, C25H32ClN5O12Si2Tl at a distorted geometry, with ωB97M-V with the def2-TZVPD basis set.

Element x y z (Å)
Tl1 -10.777 16.129 0.208
O1 -7.411 15.273 3.740
C1 -8.051 14.149 3.381
O2 -9.231 14.066 3.225
C2 -7.048 13.049 3.260
C3 -5.747 13.238 3.672
C4 -4.768 12.326 3.386
C5 -5.099 11.219 2.622
C6 -6.422 11.126 2.236
N1 -7.376 12.010 2.583
C7 -6.805 10.038 1.284
O3 -8.033 10.143 0.728
O4 -6.001 9.166 0.989
H1 -7.981 16.107 3.714
H2 -5.409 14.138 4.243
H3 -3.758 12.406 3.754
H4 -4.406 10.415 2.380
H5 -8.509 10.966 1.042
C8 -13.918 15.847 -1.907
C9 -12.901 14.755 -1.896
N2 -11.696 14.815 -1.259
C10 -11.079 13.646 -1.459
C11 -11.817 12.834 -2.256
N3 -12.981 13.577 -2.542
C12 -11.572 11.535 -2.936
O5 -10.550 10.843 -2.504
O6 -12.289 11.189 -3.844
C13 -9.835 13.344 -0.626
O7 -9.302 12.243 -0.727
O8 -9.466 14.291 0.104
H6 -13.916 16.369 -0.972
H7 -14.950 15.477 -2.024
H8 -13.707 16.526 -2.723
H9 -13.817 13.198 -3.071
H10 -9.949 11.402 -1.826
C14 -12.662 13.157 1.596
Si1 -13.108 14.787 2.456
C15 -14.915 15.227 2.079
C16 -12.783 14.419 4.250
N4 -12.037 16.078 1.935
C17 -11.844 17.213 2.728
C18 -12.623 17.570 3.850
C19 -12.383 18.621 4.670
C20 -11.288 19.398 4.334
C21 -10.522 19.158 3.226
C22 -10.728 18.076 2.388
N5 -10.037 17.840 1.275
Si2 -8.680 18.782 0.770
C23 -7.494 19.159 2.216
C24 -7.804 17.928 -0.581
C25 -9.111 20.432 -0.055
H11 -13.217 12.340 2.141
H12 -11.556 12.988 1.739
H13 -12.923 13.089 0.558
H14 -15.475 14.513 2.726
H15 -15.236 14.942 1.097
H16 -15.224 16.263 2.341
H17 -13.484 13.585 4.550
H18 -12.720 15.158 5.051
H19 -11.808 13.966 4.167
H20 -13.501 16.888 3.983
H21 -13.020 18.816 5.531
H22 -11.009 20.241 4.857
H23 -9.695 19.888 3.050
H24 -6.570 18.585 2.141
H25 -7.893 19.049 3.220
H26 -7.177 20.298 2.242
H27 -7.645 16.896 -0.326
H28 -6.860 18.411 -0.923
H29 -8.402 17.899 -1.504
H30 -9.336 20.284 -1.114
H31 -8.317 21.170 0.097
H32 -10.087 20.833 0.295
O9 -9.972 16.965 -2.545
Cl1 -11.037 17.976 -2.667
O10 -10.545 19.315 -2.824
O11 -11.864 17.675 -3.778
O12 -11.827 17.971 -1.443

Computed properties:
- Kohn-Sham gap (eV) = 6.20
- LUMO (Ha) = 0.06640
- E_tot (eV) = -91435.7283
- HOMO (eV) = -4.40
- charge = -1
- energy above the lowest of the compared OMol25 structures with the same formula, charge and spin (kcal per mole) = 31.2

***

[2]
Computed, not measured: a gas-phase ion, C25H32ClN6O2 (charge +1) at a distorted geometry, with ωB97M-V with the def2-TZVPD basis set.

Element x y z (Å)
C1 -3.275 -4.855 0.310
C2 -1.972 -5.336 -0.059
C3 -0.852 -4.439 -0.697
N1 -1.133 -3.131 -0.521
C4 -0.924 -2.855 0.716
H1 0.059 -2.867 1.202
C5 -1.468 -1.352 1.208
N2 -0.643 -0.342 -0.019
H2 0.334 -0.504 0.221
C6 -0.820 -0.887 -1.289
H3 -0.372 0.005 -1.952
H4 -2.034 -0.687 -1.583
C7 -0.378 -2.471 -1.510
H5 0.705 -2.267 -1.155
H6 -0.584 -2.641 -2.549
C8 -0.995 1.060 0.460
C9 -0.056 1.826 -0.467
N3 0.223 1.716 -1.688
N4 0.977 2.974 -2.252
N5 0.879 3.787 -1.164
N6 0.259 3.244 -0.290
C10 0.253 4.031 1.217
H7 0.012 5.071 0.966
H8 -0.359 3.484 1.937
C11 1.834 4.121 1.336
C12 2.648 2.774 1.026
C13 3.515 2.692 0.024
C14 4.034 1.926 -0.664
C15 3.447 0.453 -0.225
C16 2.647 0.318 0.793
C17 2.175 1.584 1.353
H9 1.444 1.302 2.097
O1 2.044 -0.810 1.089
C18 2.856 -2.094 1.240
H10 3.107 -2.499 0.316
H11 3.831 -1.458 1.814
H12 2.359 -2.662 1.720
O2 3.855 -0.619 -0.750
C19 4.769 -0.498 -2.060
H13 5.639 -0.049 -1.630
H14 4.980 -1.632 -2.296
H15 4.273 0.179 -2.634
H16 4.617 1.863 -1.393
H17 3.791 3.714 -0.250
H18 1.719 4.015 2.596
H19 2.488 4.792 1.221
C20 -2.309 1.301 0.159
C21 -3.114 1.348 1.251
C22 -4.557 1.883 0.939
C23 -5.215 2.078 -0.185
C24 -4.212 1.992 -1.383
C25 -2.876 1.692 -1.209
H20 -2.061 1.679 -2.117
H21 -4.558 2.044 -2.225
Cl1 -6.631 2.312 -0.336
H22 -5.198 1.951 2.106
H23 -2.891 1.272 2.142
H24 -0.761 1.287 1.441
H25 -1.157 -0.806 2.087
H26 -2.296 -1.136 1.112
H27 -1.478 -3.377 1.449
H28 -0.948 -4.747 -1.653
H29 0.004 -4.863 -0.324
H30 -2.034 -6.395 0.230
H31 -4.070 -5.590 0.683
H32 -3.548 -3.903 0.066

Computed properties:
- Kohn-Sham gap (eV) = 7.94
- LUMO (Ha) = -0.09159
- E_tot (eV) = -51969.5500
- HOMO (eV) = -10.43
- charge = +1
- energy above the lowest of the compared OMol25 structures with the same formula, charge and spin (kcal per mole) = 577.1

***

[3]
Computed, not measured: a molecular structure, C25H32FIrN4O2P, with ωB97M-V with the def2-TZVPD basis set.

Element x y z (Å)
Ir1 -0.580 0.943 -0.818
N1 0.804 2.659 -1.558
C1 0.022 3.867 -1.891
C2 -1.063 4.064 -0.855
N2 -1.990 2.912 -0.794
C3 -2.935 2.897 -1.935
C4 -3.134 1.516 -2.546
N3 -1.827 0.871 -2.742
C5 -2.667 2.875 0.520
C6 -3.341 1.544 0.771
N4 -2.345 0.451 0.659
H1 1.377 2.812 -0.731
H2 1.416 2.387 -2.321
H3 -0.387 3.744 -2.894
H4 0.650 4.759 -1.906
H5 -1.610 4.990 -1.058
H6 -0.593 4.158 0.123
H7 -2.549 3.563 -2.707
H8 -3.903 3.300 -1.626
H9 -3.673 1.629 -3.488
H10 -3.732 0.870 -1.907
H11 -1.302 1.332 -3.481
H12 -1.898 -0.104 -3.039
H13 -3.398 3.685 0.599
H14 -1.902 3.026 1.280
H15 -4.146 1.360 0.063
H16 -3.788 1.565 1.766
H17 -2.804 -0.443 0.511
H18 -1.813 0.372 1.525
O1 -0.587 -1.632 -3.239
C7 0.239 -1.620 -2.363
O2 0.637 -0.481 -1.758
C8 0.911 -2.831 -1.805
C9 1.104 -3.959 -2.588
C10 1.744 -5.061 -2.041
C11 2.165 -5.049 -0.716
C12 1.951 -3.934 0.082
C13 1.331 -2.817 -0.468
P1 1.039 -1.334 0.501
C14 0.093 -1.732 1.959
C15 -0.040 -0.763 2.969
C16 -0.824 -1.035 4.076
C17 -1.501 -2.249 4.171
C18 -1.406 -3.190 3.153
C19 -0.624 -2.933 2.038
C20 2.591 -0.548 0.922
C21 3.291 0.134 -0.078
C22 4.515 0.711 0.213
C23 5.042 0.615 1.495
C24 4.354 -0.074 2.485
C25 3.126 -0.654 2.209
H19 0.765 -3.957 -3.615
H20 1.917 -5.938 -2.651
H21 2.664 -5.914 -0.300
H22 2.272 -3.934 1.116
H23 0.473 0.187 2.879
H24 -0.907 -0.304 4.870
H25 -2.108 -2.459 5.042
H26 -1.938 -4.129 3.231
H27 -0.553 -3.667 1.246
H28 2.886 0.187 -1.080
H29 5.067 1.229 -0.560
H30 5.995 1.072 1.722
H31 4.778 -0.165 3.477
H32 2.607 -1.201 2.984
F1 0.043 1.821 0.901

Computed properties:
- Kohn-Sham gap (spin up / spin down) (eV) = 8.69 / 6.71
- LUMO (spin up / spin down) (Ha) = -0.18430 / -0.29469
- E_tot (eV) = -51329.2884
- HOMO (spin up / spin down) (eV) = -13.70 / -14.73
- charge = +2
- 2S+1 = 6
- energy above the lowest of the compared OMol25 structures with the same formula, charge and spin (kcal per mole) = 11.0

***

[4]
Computed, not measured: a molecular structure, C25H32FO2W at a distorted geometry, with ωB97M-V with the def2-TZVPD basis set.

Element x y z (Å)
O1 -0.647 -0.084 -3.619
C1 -0.447 1.151 -4.353
C2 -0.132 0.446 -5.662
H1 0.410 1.722 -3.975
H2 -1.364 1.747 -4.318
C3 -0.264 -0.836 -4.815
H3 0.864 0.627 -6.069
H4 -0.920 0.545 -6.413
C4 1.034 -1.569 -4.591
H5 1.729 -0.976 -3.980
H6 1.518 -1.806 -5.547
H7 0.816 -2.499 -4.059
C5 -1.396 -1.717 -5.329
H8 -2.334 -1.153 -5.337
H9 -1.506 -2.599 -4.693
H10 -1.167 -2.041 -6.351
W1 -0.717 -0.580 2.157
C6 -2.540 -1.169 3.283
C7 -2.364 0.248 3.395
C8 -2.414 0.811 2.081
H11 -2.281 0.801 4.325
C9 -2.613 -0.269 1.144
C10 -2.701 -1.488 1.886
H12 -2.914 -2.468 1.474
H13 -2.628 -1.861 4.122
H14 -2.410 1.870 1.832
H15 -2.786 -0.158 0.076
C11 0.726 -2.139 3.672
C12 -0.145 -2.720 2.676
C13 0.400 -2.391 1.364
H16 -0.956 -3.423 2.873
C14 1.609 -1.622 1.592
C15 1.784 -1.469 2.997
H17 2.620 -0.941 3.461
H18 0.658 -2.315 4.746
H19 0.047 -2.800 0.414
H20 2.307 -1.301 0.813
O2 1.662 0.206 -2.181
C16 0.609 -0.477 -1.503
C17 -0.470 0.526 -1.099
H21 1.090 -0.892 -0.594
H22 0.237 -1.337 -2.075
C18 0.195 1.900 -1.216
H23 -0.700 0.342 -0.043
H24 -1.379 0.419 -1.689
C19 1.594 1.593 -1.793
H25 0.277 2.317 -0.205
H26 -0.378 2.604 -1.827
H27 2.341 1.775 -1.003
H28 1.860 2.209 -2.660
F1 2.768 3.655 5.506
C20 1.930 2.819 4.809
C21 1.853 2.966 3.423
C22 1.046 2.061 2.715
C23 0.379 1.044 3.389
C24 0.432 0.970 4.788
C25 1.228 1.851 5.524
H29 2.408 3.757 2.915
H30 0.964 2.134 1.628
H31 -0.130 0.196 5.311
H32 1.308 1.785 6.609

Computed properties:
- Kohn-Sham gap (spin up / spin down) (eV) = 7.45 / 6.87
- LUMO (spin up / spin down) (Ha) = -0.13867 / -0.17653
- E_tot (eV) = -35071.0616
- HOMO (spin up / spin down) (eV) = -11.22 / -11.67
- charge = +1
- 2S+1 = 3
- energy above the lowest of the compared OMol25 structures with the same formula, charge and spin (kcal per mole) = 1.7

***

[5]
Computed, not measured: 2 unconnected molecules or ions with the total composition C25H32N3O2 at a distorted geometry, with ωB97M-V with the def2-TZVPD basis set.

Element x y z (Å)
C1 -6.270 2.623 -0.430
O1 -4.837 2.375 -0.199
C2 -4.268 1.252 -0.724
C3 -2.854 1.109 -0.557
C4 -2.227 -0.016 -1.059
C5 -2.976 -0.957 -1.819
C6 -4.349 -0.854 -1.979
C7 -5.003 0.264 -1.440
N1 -2.122 -2.008 -2.175
C8 -2.515 -3.277 -2.789
C9 -0.873 -1.769 -1.676
C10 -0.868 -0.554 -0.957
C11 0.165 0.082 -0.208
C12 1.472 -0.504 -0.216
C13 1.831 -1.839 -0.029
N2 3.189 -1.974 -0.160
C14 3.908 -3.239 -0.034
C15 3.756 -0.741 -0.458
C16 2.698 0.211 -0.509
C17 2.931 1.517 -0.919
C18 4.263 1.853 -1.307
O2 4.609 3.068 -1.813
C19 3.525 4.010 -2.014
C20 5.317 0.902 -1.216
C21 5.068 -0.401 -0.784
H1 -6.486 3.537 0.133
H2 -6.487 2.792 -1.502
H3 -6.895 1.794 -0.051
H4 -2.256 1.878 -0.066
H5 -4.907 -1.617 -2.523
H6 -6.071 0.402 -1.569
H7 -3.605 -3.289 -2.869
H8 -2.093 -3.458 -3.788
H9 -2.194 -4.116 -2.152
H10 -0.042 -2.442 -1.849
H11 0.094 1.161 -0.079
H12 1.227 -2.719 0.147
H13 4.978 -3.068 -0.214
H14 3.770 -3.658 0.974
H15 3.525 -3.989 -0.746
H16 2.113 2.246 -0.970
H17 4.011 4.864 -2.482
H18 2.753 3.588 -2.674
H19 3.067 4.302 -1.058
H20 6.326 1.200 -1.477
H21 5.839 -1.163 -0.717
C22 1.207 1.217 4.123
C23 1.221 0.440 2.796
N3 -0.007 0.321 1.971
C24 -0.819 -0.892 2.319
C25 -1.581 -0.854 3.630
H22 2.208 1.667 4.256
H23 0.484 2.050 4.160
H24 1.041 0.551 4.986
H25 1.985 0.887 2.133
H26 1.523 -0.601 2.981
H27 -0.563 1.192 2.030
H28 -1.480 -1.051 1.463
H29 -0.090 -1.708 2.284
H30 -2.315 -1.666 3.603
H31 -0.942 -1.028 4.507
H32 -2.109 0.095 3.759

Computed properties:
- Kohn-Sham gap (eV) = 6.76
- LUMO (Ha) = -0.13009
- E_tot (eV) = -35002.2103
- HOMO (eV) = -10.30
- charge = +1
- energy above the lowest of the compared OMol25 structures with the same formula, charge and spin (kcal per mole) = 35.6

***

[6]
Computed, not measured: a single C25H32N4O5 molecule, with ωB97M-V with the def2-TZVPD basis set.

Element x y z (Å)
C1 -0.659 1.299 5.974
H1 -1.318 0.891 6.738
O1 -1.315 1.084 4.750
C2 -0.715 1.519 3.604
C3 -1.441 1.298 2.434
C4 -0.930 1.691 1.208
C5 0.316 2.321 1.152
C6 1.022 2.544 2.314
C7 0.522 2.148 3.545
H2 1.100 2.336 4.436
H3 1.983 3.035 2.268
H4 0.724 2.614 0.196
N1 -1.626 1.523 0.009
C8 -2.538 0.525 -0.249
O2 -2.881 -0.309 0.575
N2 -3.070 0.530 -1.504
C9 -3.769 -0.651 -1.969
H5 -3.617 -1.432 -1.222
C10 -3.236 -1.092 -3.343
H6 -3.859 -0.691 -4.144
H7 -3.261 -2.180 -3.407
C11 -1.802 -0.587 -3.554
N3 -0.953 -1.176 -2.528
C12 -0.054 -0.615 -1.710
O3 0.318 0.545 -1.729
C13 0.477 -1.632 -0.673
N4 -0.597 -2.070 0.202
C14 -1.466 -3.044 -0.127
O4 -1.438 -3.601 -1.218
C15 -2.453 -3.383 0.957
H8 -1.928 -3.716 1.849
H9 -3.121 -4.167 0.612
H10 -3.022 -2.489 1.202
H11 -0.792 -1.505 1.016
C16 1.590 -1.031 0.176
C17 2.847 -0.660 -0.562
C18 3.101 -0.970 -1.884
C19 4.287 -0.587 -2.495
C20 5.233 0.113 -1.776
C21 5.004 0.432 -0.447
C22 3.820 0.049 0.164
O5 3.506 0.303 1.470
C23 4.412 1.043 2.247
H12 5.369 0.521 2.362
H13 3.942 1.148 3.224
H14 4.592 2.036 1.824
H15 5.758 0.978 0.099
H16 6.158 0.418 -2.243
H17 4.463 -0.837 -3.530
H18 2.370 -1.511 -2.464
H19 1.213 -0.127 0.663
H20 1.849 -1.739 0.969
H21 0.823 -2.525 -1.208
H22 -1.146 -2.165 -2.359
C24 -1.809 0.948 -3.574
H23 -2.086 1.283 -4.574
C25 -2.825 1.490 -2.551
H24 -2.502 2.443 -2.131
H25 -3.789 1.663 -3.046
H26 -0.806 1.310 -3.358
H27 -1.435 -0.949 -4.526
H28 -4.845 -0.445 -2.029
H29 -1.097 1.849 -0.791
H30 -2.399 0.812 2.505
H31 0.304 0.779 6.014
H32 -0.503 2.366 6.165

Computed properties:
- Kohn-Sham gap (eV) = 8.85
- LUMO (Ha) = 0.02715
- E_tot (eV) = -42644.3310
- HOMO (eV) = -8.11
- energy above the lowest of the compared OMol25 structures with the same formula, charge and spin (kcal per mole) = 5.1

***

[7]
Computed, not measured: a single C25H32N4O5S molecule, with ωB97M-V with the def2-TZVPD basis set.

Element x y z (Å)
O1 -5.670 -1.712 1.480
C1 -4.695 -1.017 1.258
N1 -4.745 0.333 1.217
H1 -3.942 0.859 0.908
C2 -5.976 1.073 1.325
H2 -5.833 1.900 2.026
H3 -6.741 0.393 1.706
C3 -6.412 1.637 -0.040
H4 -7.243 2.336 0.127
C4 -6.802 0.540 -1.044
H5 -7.880 0.415 -1.104
H6 -6.359 -0.411 -0.746
C5 -6.184 1.031 -2.351
H7 -5.933 0.225 -3.036
C6 -4.949 1.767 -1.837
H8 -4.596 2.555 -2.505
O2 -5.345 2.379 -0.625
H9 -4.126 1.059 -1.658
H10 -6.855 1.731 -2.851
C7 -3.340 -1.601 1.008
C8 -2.177 -0.958 1.384
C9 -0.941 -1.559 1.131
N2 0.198 -0.917 1.520
C10 1.330 -1.449 1.243
N3 1.507 -2.649 0.629
C11 0.408 -3.403 0.192
O3 0.586 -4.461 -0.376
C12 -0.888 -2.808 0.487
C13 -2.073 -3.453 0.127
C14 -3.283 -2.860 0.395
H11 -4.212 -3.347 0.141
H12 -2.007 -4.416 -0.356
C15 2.817 -3.132 0.253
H13 3.552 -2.743 0.960
H14 2.795 -4.223 0.294
C16 3.143 -2.683 -1.189
H15 2.519 -3.269 -1.873
C17 4.639 -2.808 -1.492
H16 4.790 -3.003 -2.554
C18 5.153 -1.415 -1.131
H17 5.310 -1.332 -0.055
C19 3.975 -0.542 -1.559
H18 4.049 -0.282 -2.625
O4 2.807 -1.314 -1.353
H19 3.879 0.376 -0.977
H20 6.073 -1.153 -1.648
H21 5.107 -3.602 -0.916
S1 2.770 -0.586 1.770
C20 2.035 0.986 2.318
H22 1.040 0.748 2.690
H23 2.679 1.371 3.107
C21 1.912 1.951 1.148
O5 0.836 2.231 0.660
N4 3.068 2.464 0.687
C22 4.394 2.299 1.249
C23 5.311 2.973 0.229
H24 5.578 2.267 -0.559
C24 4.427 4.082 -0.340
C25 3.062 3.408 -0.421
H25 2.936 2.865 -1.364
H26 2.222 4.096 -0.313
H27 4.391 4.924 0.352
H28 4.769 4.439 -1.308
H29 6.224 3.350 0.684
H30 4.460 2.807 2.220
H31 4.638 1.243 1.393
H32 -2.180 -0.005 1.888

Computed properties:
- Kohn-Sham gap (eV) = 8.62
- LUMO (Ha) = 0.01205
- E_tot (eV) = -53479.4664
- HOMO (eV) = -8.30
- energy above the lowest of the compared OMol25 structures with the same formula, charge and spin (kcal per mole) = 9.0